Entry from OMol25: a molecular structure, C25H42F2FeO25 (ωB97M-V with the def2-TZVPD basis set).

Element x y z (Å)
Fe  -2.38551  0.85297  -0.45564
C  1.62020  0.61286  -1.11461
C  0.04393  0.56049  -0.91684
O  -0.81181  0.79591  -1.80680
O  -0.48745  0.09866  0.10147
H  2.21122  0.72695  -0.20589
H  1.82950  1.41244  -1.82523
H  1.95360  -0.37165  -1.44278
C  -2.43796  4.36652  1.64465
C  -2.42510  3.05417  0.87703
O  -2.39428  1.91875  1.34002
O  -2.36223  2.95330  -0.34387
H  -2.69990  5.17741  0.96499
H  -1.54924  4.64119  2.21285
H  -3.19602  4.35872  2.42783
C  2.01142  -4.72831  0.75752
C  1.45086  -3.84448  -0.38817
O  2.50574  -3.53926  -1.15617
C  3.62805  -4.11546  -0.64689
O  4.77656  -4.04216  -1.16966
O  3.34309  -4.73274  0.49739
F  0.82697  -2.67729  -0.01110
H  1.74571  -5.77213  0.59042
H  1.78258  -4.54535  1.80741
H  0.83273  -4.41724  -1.07952
C  1.46724  1.50473  3.27612
C  0.12712  1.21443  3.82174
O  -0.18681  2.48212  4.46493
C  0.97253  3.17690  4.65616
O  0.98878  4.15518  5.35469
O  1.98223  2.56845  4.10250
F  0.12425  0.11928  4.62745
H  1.36935  1.91579  2.27136
H  2.08143  0.60425  3.27740
H  -0.46643  0.94797  2.94722
C  3.70820  -0.97688  1.06515
O  4.23119  -1.85861  2.05969
C  3.39926  -2.26451  3.02595
O  2.26880  -1.80553  3.23597
O  4.07785  -3.16140  3.72267
C  3.46380  -3.88437  4.71826
H  3.23279  -1.47913  0.22263
H  4.61783  -0.60323  0.59497
H  3.23916  -0.03887  1.36219
H  2.40511  -4.01689  4.49531
H  3.52429  -3.25172  5.60380
H  4.05951  -4.79544  4.77471
C  -0.73108  1.26526  -9.68400
O  -0.20940  0.91563  -8.43528
C  -0.73201  1.49233  -7.35781
O  -1.59304  2.38104  -7.42636
O  -0.02705  1.08653  -6.21523
C  -0.44669  1.66622  -4.99238
H  -1.78865  1.04859  -9.53340
H  -0.39151  0.60721  -10.48385
H  -0.61122  2.32572  -9.90573
H  0.29328  1.68437  -4.19224
H  -1.17042  0.97027  -4.56816
H  -0.81035  2.68631  -5.11593
C  -5.50626  -1.72105  1.86861
O  -4.34268  -2.31049  2.47833
C  -3.17603  -1.78748  2.26089
O  -2.92050  -0.80137  1.56711
O  -2.21443  -2.47902  2.91970
C  -0.89796  -2.50376  2.38932
H  -5.50691  -1.65203  0.78080
H  -5.51785  -0.70631  2.26643
H  -6.44742  -2.12763  2.23875
H  -0.34434  -1.56535  2.35768
H  -1.03538  -2.92782  1.39464
H  -0.32477  -3.33332  2.80330
C  -2.66831  -1.77095  -3.85283
O  -2.88223  -2.74910  -2.85439
C  -2.90118  -2.42959  -1.50301
O  -2.73896  -1.28263  -1.09077
O  -3.33936  -3.47386  -0.76633
C  -3.51362  -4.80094  -1.25650
H  -3.61130  -1.22503  -3.82379
H  -2.35575  -2.21746  -4.79677
H  -1.78241  -1.19533  -3.58459
H  -4.33392  -4.89305  -1.96835
H  -3.90181  -5.36183  -0.40631
H  -2.58252  -5.26187  -1.58619
C  1.13372  6.62217  3.09667
O  1.20653  5.40421  2.36870
C  2.11562  5.21210  1.42734
O  3.19182  5.75320  1.30363
O  1.66226  4.09537  0.70260
C  2.35730  3.83519  -0.49427
H  2.01312  6.94015  3.65671
H  0.33219  6.50074  3.82530
H  0.93211  7.48033  2.45557
H  2.49946  4.71842  -1.11699
H  1.79587  3.21605  -1.19396
H  3.32407  3.37260  -0.29562

## Properties
- HOMO energy (spin up / spin down) (eV) = -12.8 / -12.8
- 2S+1 = 6
- HOMO-LUMO gap (spin up / spin down) (eV) = 9.310 / 6.976
- ΔE to the lowest compared entry with this formula, charge and spin (eV) = 0.9256
- net charge = +1